Entry 1:
A structure of composition C4H8O2, computed with the ωB97M-V functional and the def2-TZVPD basis.

Element x y z (Å)
O (1.13, 0.88, 0.34)
O (-2.03, 0.88, 0.11)
C (-0.22, -0.47, -0.97)
C (0.14, 0.48, 1.17)
C (-0.99, -0.07, 0.33)
C (1.13, 0.17, -0.77)
H (1.84, 0.48, -1.53)
H (-1.61, 1.69, -0.22)
H (-0.15, -1.54, -1.05)
H (-1.49, -0.92, 0.79)
H (0.02, 1.11, 2.04)
H (1.71, -1.36, 0.47)
H (-0.74, -0.10, -1.85)
H (1.27, -1.24, 1.14)

Output
Relative energy (zero: lowest compared OMol25 entry of this formula, charge and spin), kcal per mole: 115.2
Orbital gap (alpha / beta), Eh: 0.2974 / 0.3079
Total charge: 0


Entry 2:
A structure of composition C27H57AsF6NO7 in a non-equilibrium geometry, computed with the ωB97M-V functional and the def2-TZVPD basis.

Element x y z (Å)
As (0.46, -2.21, -0.57)
F (0.20, -0.73, 0.42)
F (2.18, -2.02, -0.30)
F (0.75, -3.65, -1.60)
F (0.39, -3.14, 0.96)
F (-1.31, -2.43, -0.81)
F (0.62, -1.15, -2.04)
O (-3.25, -6.29, -7.11)
O (0.38, 1.01, -10.29)
O (6.84, 3.55, -0.65)
O (-6.92, 3.25, -2.71)
O (7.92, -5.52, -3.69)
O (-2.71, -9.60, 0.27)
O (-6.23, -0.22, 4.97)
N (0.76, 6.96, 7.44)
C (-4.95, 0.65, 3.20)
C (4.48, 3.06, -0.63)
C (5.93, 2.87, -0.15)
C (5.85, -4.38, -3.93)
C (-6.32, 3.64, -5.02)
C (1.21, 1.48, -9.48)
C (6.21, 1.81, 0.94)
C (2.79, 6.66, 8.93)
C (-6.19, 1.33, -3.91)
C (1.30, 6.83, 8.81)
C (2.65, 1.06, -9.47)
C (1.10, 4.62, 6.57)
C (-4.17, -1.39, 4.64)
C (1.36, 6.11, 6.38)
C (-0.59, -8.83, 1.16)
C (-2.76, -6.37, -4.87)
C (0.78, 2.40, -8.34)
C (6.30, -6.02, -1.95)
C (-6.53, 2.77, -3.77)
C (6.80, -5.29, -3.20)
C (-2.85, -7.79, 1.76)
C (-2.64, -5.75, -6.22)
C (-1.43, 7.82, 8.31)
C (-2.03, -4.36, -6.44)
C (-2.11, -8.82, 1.02)
C (-5.24, -0.41, 4.28)
C (-0.71, 6.89, 7.36)
H (-1.19, 8.88, 8.24)
H (-2.35, -6.83, 1.68)
H (-0.15, -9.28, 2.05)
H (-0.30, 2.39, -8.17)
H (-6.51, 0.76, -3.04)
H (-4.35, 1.46, 3.62)
H (-0.10, -9.32, 0.32)
H (-4.21, -2.30, 4.05)
H (-5.92, 1.10, 3.01)
H (2.90, 0.38, -8.66)
H (-1.04, 5.88, 7.56)
H (-3.84, -7.66, 1.31)
H (-1.05, 7.20, 6.37)
H (-4.52, 0.17, 2.33)
H (-2.14, -3.72, -5.57)
H (-1.81, -6.79, -4.54)
H (5.72, -6.88, -2.29)
H (5.08, -4.91, -4.50)
H (3.31, 7.44, 8.37)
H (-3.00, -7.93, 2.83)
H (5.69, -5.31, -1.40)
H (3.87, 2.33, -0.10)
H (-3.49, -7.18, -4.91)
H (5.41, -3.71, -3.20)
H (0.84, 5.96, 9.28)
H (4.17, 4.06, -0.33)
H (1.23, 2.16, -7.37)
H (-5.27, 3.56, -5.32)
H (-1.32, 7.49, 9.35)
H (-5.11, 1.24, -4.06)
H (3.14, 6.73, 9.96)
H (1.04, 6.54, 5.43)
H (-2.50, 7.68, 8.15)
H (4.34, 2.80, -1.68)
H (-0.96, -4.46, -6.66)
H (7.01, 2.15, 1.59)
H (-6.63, 0.81, -4.76)
H (1.44, 4.23, 7.53)
H (7.10, -6.40, -1.32)
H (-4.37, -1.69, 5.67)
H (2.87, 0.60, -10.43)
H (-3.17, -1.00, 4.46)
H (3.17, 5.70, 8.60)
H (-0.14, -7.84, 1.12)
H (1.06, 7.73, 9.39)
H (6.43, -3.72, -4.58)
H (6.58, 0.93, 0.43)
H (-6.98, 3.32, -5.82)
H (1.11, 3.39, -8.66)
H (1.61, 4.05, 5.80)
H (5.26, 1.64, 1.45)
H (-6.54, 4.69, -4.88)
H (2.44, 6.27, 6.34)
H (3.30, 1.93, -9.43)
H (-3.05, -5.61, -4.15)
H (-2.49, -3.87, -7.29)
H (0.04, 4.35, 6.56)

Output
Orbital gap, Eh: 0.3303
Total charge: -1